w.
{
  "formula": "C2H5NSi",
  "method": "ωB97M-V/def2-TZVPD",
  "e_lumo_ev": -0.958,
  "total_charge": 0,
  "species": ["C", "C", "N", "Si", "H", "H", "H", "H", "H"],
  "coordinates": [[-1.1762, 1.5750, -1.7338], [-0.9359, 0.6192, -1.0424], [0.4672, -0.6790, -0.4547], [0.9128, -0.6239, 1.2467], [-1.8409, 2.1168, -2.2514], [-0.2987, -1.2824, -0.6721], [-0.1043, -1.2545, 2.0467], [0.7626, 0.8170, 1.4881], [2.2135, -1.2881, 1.3729]]
}

x.
{
  "formula": "C2H5NSi",
  "method": "ωB97M-V/def2-TZVPD",
  "e_lumo_ev": 0.120,
  "smiles": "N=[SiH2].C#C",
  "total_charge": 0,
  "species": ["N", "Si", "H", "H", "H", "C", "C", "H", "H"],
  "coordinates": [[-0.0010, -1.3097, -1.4136], [1.3395, -1.2085, -0.5444], [-0.5387, -2.0337, -2.0508], [2.5426, -2.0424, -0.3689], [1.3996, 0.0518, 0.2307], [-1.1290, 2.0046, 1.5135], [-1.0719, 1.2906, 0.5423], [-1.1943, 2.4024, 2.4570], [-1.3468, 0.8448, -0.3657]]
}

Most stable: x (next structure +1.772 eV)

w.
{
  "formula": "C3H6ClN3",
  "method": "ωB97M-V/def2-TZVPD",
  "e_lumo_ev": 0.806,
  "smiles": "[H]/N=C(/N)N/C=C\\Cl",
  "total_charge": 0,
  "species": ["H", "N", "C", "N", "N", "C", "C", "Cl", "H", "H", "H", "H", "H"],
  "coordinates": [[-0.2473, -0.6148, 1.6088], [-1.0848, -0.9158, 1.1070], [-1.4184, -0.1365, 0.1582], [-2.6159, -0.3052, -0.5210], [-0.7479, 1.0227, -0.2912], [0.4922, 1.4611, 0.1682], [1.6313, 0.7557, 0.2246], [1.8219, -0.8537, -0.3429], [-3.0421, -1.1682, -0.2020], [-2.4855, -0.2664, -1.5286], [-1.3836, 1.7581, -0.5462], [0.5301, 2.4929, 0.5177], [2.5662, 1.2170, 0.6108]]
}

x.
{
  "formula": "C3H6ClN3",
  "method": "ωB97M-V/def2-TZVPD",
  "e_lumo_ev": 0.756,
  "smiles": "[H]/N=C1/NNC[C@H]1Cl",
  "total_charge": 0,
  "species": ["H", "N", "C", "N", "N", "C", "C", "Cl", "H", "H", "H", "H", "H"],
  "coordinates": [[1.2637, 2.6902, 0.1573], [0.3883, 2.2652, -0.1714], [0.0621, 1.1080, 0.1428], [-1.2020, 0.6178, -0.2251], [-0.9191, -0.7388, -0.7588], [-0.2118, -1.3495, 0.2968], [0.7719, -0.1205, 0.7756], [2.2055, -0.2355, -0.4924], [-1.3649, 1.1013, -1.2255], [-1.8096, -1.2977, -1.0919], [0.3288, -2.1928, -0.2310], [-0.7899, -1.7771, 1.1794], [1.2770, -0.0707, 1.6443]]
}

Most stable: w (next structure +2.514 eV)

w.
{
  "formula": "C4H12NO3",
  "method": "ωB97M-V/def2-TZVPD",
  "e_lumo_ev": -3.547,
  "total_charge": 1,
  "species": ["O", "C", "C", "C", "C", "O", "N", "H", "H", "H", "H", "H", "H", "H", "H", "H", "H", "H", "H", "O"],
  "coordinates": [[-1.0495, -0.4539, 2.7987], [-0.9432, 0.1346, 1.7629], [0.0337, -0.4549, 0.7186], [0.8447, 0.6165, -0.1081], [0.1223, 1.7012, -0.8627], [1.5917, -0.2954, -0.9009], [1.0015, -1.4218, 1.3751], [-1.5789, 0.9204, 1.3138], [-0.3723, -1.1120, -0.0583], [1.5750, 1.2061, 0.4912], [0.6408, 2.6255, -1.1065], [-0.1186, 1.3430, -1.8762], [-0.8663, 1.9063, -0.3907], [2.0288, 0.0983, -1.6586], [0.4023, -2.0692, 1.8896], [1.6527, -0.9774, 2.0222], [1.5234, -1.8863, 0.6309], [-2.0842, 0.1185, -2.2071], [-2.3974, -1.3479, -2.1900], [-2.0064, -0.6518, -1.6440]]
}

x.
{
  "formula": "C4H12NO3",
  "method": "ωB97M-V/def2-TZVPD",
  "e_lumo_ev": -3.234,
  "total_charge": 1,
  "species": ["O", "C", "C", "N", "C", "C", "O", "H", "H", "H", "H", "H", "H", "H", "H", "H", "H", "H", "H", "O"],
  "coordinates": [[-1.7918, 0.2225, 0.9746], [-1.1781, 1.1369, 0.2041], [-0.9607, 0.5749, -1.2653], [-0.1659, -0.8513, -0.9060], [1.3196, -0.7992, -1.4201], [2.3097, 0.0520, -0.6777], [-0.7555, 2.1561, 0.6448], [-1.6637, 0.5474, 1.9187], [-0.2394, 1.3028, -1.7940], [-1.7509, 0.4418, -2.1086], [-0.6139, -1.7369, -1.0110], [0.0795, -0.8934, 0.1121], [1.8324, -1.7886, -1.4508], [1.3520, -0.4558, -2.5264], [3.2269, -0.2459, -1.1285], [2.1283, 1.1039, -1.0150], [2.4423, 0.0618, 0.3401], [0.9532, -2.4518, 2.5551], [0.1243, -1.1351, 2.6378], [0.5907, -1.7009, 1.9764]]
}

y.
{
  "formula": "C4H12NO3",
  "method": "ωB97M-V/def2-TZVPD",
  "e_lumo_ev": -3.547,
  "total_charge": 1,
  "species": ["O", "C", "O", "C", "C", "C", "N", "H", "H", "H", "H", "H", "H", "H", "H", "H", "H", "H", "H", "O"],
  "coordinates": [[0.6939, -2.0761, -0.4937], [0.3044, -1.0934, 0.0602], [0.6170, -0.8167, 1.3466], [-0.9103, -0.2619, -0.2805], [-0.4876, 1.1812, -0.6372], [-1.2293, 2.3002, 0.0359], [-1.8738, -0.2348, 0.9753], [1.4931, -1.1514, 1.6083], [-1.4796, -0.8079, -1.0303], [-0.5211, 1.3462, -1.7172], [0.5855, 1.2147, -0.3706], [-1.2458, 2.1985, 1.0903], [-2.2328, 2.4991, -0.3121], [-0.6701, 3.2646, -0.2459], [-1.4270, 0.3592, 1.6765], [-1.9320, -1.1614, 1.3834], [-2.7812, 0.2238, 0.7753], [3.2190, 1.0049, -1.5436], [2.7617, -0.3962, -1.5495], [2.6273, 0.4216, -1.0489]]
}

Most stable: y (next structure +0.758 eV)

w.
{
  "formula": "C5H26N2O7",
  "method": "ωB97M-V/def2-TZVPD",
  "e_lumo_ev": 0.175,
  "smiles": "CCNC[C@@H](N)CO.O.O.O.O.O.O",
  "total_charge": 0,
  "species": ["C", "C", "N", "C", "C", "N", "C", "O", "H", "H", "H", "H", "H", "H", "H", "H", "H", "H", "H", "H", "H", "H", "O", "H", "H", "O", "H", "H", "O", "H", "H", "O", "H", "H", "O", "H", "H", "O", "H", "H"],
  "coordinates": [[-0.4126, 2.5234, -1.3866], [0.8584, 2.9424, -0.6519], [1.5938, 1.9268, 0.2588], [0.8723, 1.6584, 1.4768], [0.1659, 0.3377, 1.3419], [1.0064, -0.8825, 1.6219], [-1.1411, 0.4622, 2.2418], [-2.0276, -0.6561, 2.0785], [-0.6928, 3.3670, -2.0380], [-0.2212, 1.6196, -1.9954], [-1.1959, 2.3157, -0.6505], [0.7864, 3.8881, 0.0014], [1.6302, 3.1126, -1.5187], [1.9822, 1.1173, -0.1071], [0.3665, 2.5638, 1.8101], [1.4890, 1.4002, 2.3582], [-0.1565, 0.1193, 0.3644], [0.6006, -1.7006, 1.4175], [1.2213, -0.8798, 2.5862], [-1.0420, 0.2664, 3.3482], [-1.6163, 1.3573, 1.9075], [-2.6343, -0.3396, 1.3719], [0.8580, -0.5683, -2.8094], [0.5261, -0.6235, -3.7592], [1.4345, -1.1496, -2.4458], [-1.5735, -0.0508, -1.7929], [-1.7365, 0.5005, -2.4945], [-0.6808, -0.5021, -1.8600], [3.4584, -0.4679, 0.0228], [3.3842, -1.3921, -0.2029], [2.7596, -0.3092, 0.7226], [-3.5937, -0.3416, -0.1703], [-2.9515, -0.2716, -0.8619], [-3.9789, 0.6015, 0.0058], [-1.2568, -2.9915, 0.1728], [-1.7815, -3.2930, 0.9200], [-1.8808, -2.5382, -0.4853], [1.7167, -2.2465, -1.0002], [1.0558, -2.6862, -0.4421], [2.4218, -2.8160, -1.2594]]
}

x.
{
  "formula": "C5H26N2O7",
  "method": "ωB97M-V/def2-TZVPD",
  "e_lumo_ev": 0.369,
  "smiles": "C[C@H](CO)NCCN.O.O.O.O.O.O",
  "total_charge": 0,
  "species": ["C", "C", "C", "O", "N", "C", "C", "N", "H", "H", "H", "H", "H", "H", "H", "H", "H", "H", "H", "H", "H", "H", "O", "H", "H", "O", "H", "H", "O", "H", "H", "O", "H", "H", "O", "H", "H", "O", "H", "H"],
  "coordinates": [[-0.2132, 2.5732, 2.3637], [0.3561, 1.2711, 1.8345], [1.2686, 1.6068, 0.7665], [0.5746, 2.3765, -0.2411], [-0.7062, 0.4253, 1.1597], [-0.3552, -0.3970, -0.0058], [-0.9723, -0.0719, -1.4915], [-2.1172, 0.8739, -1.4773], [0.5205, 3.3358, 2.6614], [-0.9365, 2.8970, 1.6052], [-0.7945, 2.4991, 3.3448], [0.7589, 0.8249, 2.8697], [1.8409, 0.8591, 0.2881], [2.0975, 2.3062, 1.1208], [0.1640, 3.1664, 0.2441], [-1.4666, 0.9593, 0.8799], [0.6440, -0.8029, -0.0308], [-0.8936, -1.4252, 0.1738], [-1.5010, -0.9434, -1.7954], [-0.1523, 0.3552, -2.0158], [-2.8103, 0.6577, -0.7788], [-1.9709, 1.8179, -1.7270], [-3.9408, -1.1827, -0.3195], [-3.6218, -2.1380, -0.3675], [-4.4777, -1.0750, 0.4348], [-0.7733, -1.8703, 3.0637], [-0.4518, -2.2599, 2.2298], [-0.8204, -0.8512, 2.8201], [1.9413, -2.9374, 0.6409], [2.7592, -3.2418, 0.8487], [1.6888, -2.0023, 0.2585], [-0.4302, -3.0467, -2.0573], [-0.4940, -3.9821, -1.8873], [0.5260, -2.9062, -1.9182], [2.3658, -1.2862, -2.1776], [2.5540, -1.7767, -2.8822], [2.7584, -0.3757, -2.5085], [2.7117, 1.7374, -2.0110], [2.3728, 2.6933, -2.3621], [1.9969, 1.3362, -1.5538]]
}

Most stable: w (next structure +1.481 eV)

w.
{
  "formula": "C4H16FN8O4Ti",
  "method": "ωB97M-V/def2-TZVPD",
  "spin_multiplicity": 4,
  "e_lumo_ev": [-1.692, -1.944],
  "total_charge": 0,
  "species": ["Ti", "F", "C", "O", "N", "N", "H", "H", "H", "H", "C", "O", "N", "N", "H", "H", "H", "H", "C", "O", "N", "N", "H", "H", "H", "H", "C", "O", "N", "N", "H", "H", "H", "H"],
  "coordinates": [[-0.0338, 20.1933, -8.9411], [-1.5365, 18.9420, -9.0234], [-3.2109, 18.6821, -11.2262], [-3.8821, 18.4036, -12.1284], [-2.2833, 19.5517, -11.2095], [-3.3247, 18.0975, -10.1067], [-2.1046, 20.0047, -12.0944], [-1.4826, 19.6009, -10.5958], [-2.8446, 18.5249, -9.3276], [-3.8286, 17.2223, -10.0907], [-2.9240, 17.3198, -6.7985], [-3.5876, 16.8724, -5.9390], [-3.3825, 17.8448, -7.8404], [-1.6304, 17.4577, -6.6760], [-2.8490, 18.4722, -8.4251], [-4.3874, 17.8942, -7.9284], [-1.1721, 17.4475, -7.5760], [-1.1412, 17.1908, -5.8336], [-3.7724, 20.9974, -8.0491], [-4.4267, 21.9724, -7.7160], [-2.5548, 21.0814, -8.5613], [-4.2831, 19.8084, -8.2199], [-2.2593, 22.0422, -8.6593], [-1.9004, 20.3620, -8.8339], [-3.6368, 19.0323, -8.2144], [-5.2516, 19.6690, -7.9695], [0.3212, 16.8337, -9.4255], [1.2772, 16.1442, -9.6902], [0.2192, 17.6379, -8.3243], [-0.7627, 17.0142, -10.1731], [-0.5933, 18.2374, -8.3492], [0.9460, 17.7915, -7.6401], [-1.2647, 17.8342, -9.8640], [-0.8669, 16.7119, -11.1312]]
}

x.
{
  "formula": "C4H16FN8O4Ti",
  "method": "ωB97M-V/def2-TZVPD",
  "spin_multiplicity": 4,
  "e_lumo_ev": [-3.073, -2.699],
  "total_charge": 0,
  "species": ["Ti", "F", "C", "O", "N", "N", "H", "H", "H", "H", "C", "O", "N", "N", "H", "H", "H", "H", "C", "O", "N", "N", "H", "H", "H", "H", "C", "O", "N", "N", "H", "H", "H", "H"],
  "coordinates": [[-2.2668, 0.2231, -5.2314], [-0.8974, 0.1440, -1.7392], [3.8273, -1.7896, -3.1134], [4.8877, -2.3648, -3.1103], [3.8054, -0.5876, -3.6716], [2.8661, -2.1803, -2.3685], [3.1189, 0.0931, -3.3791], [4.6207, -0.2276, -4.1468], [2.0822, -1.5534, -2.2567], [2.9322, -3.0269, -1.8217], [-2.3575, -5.2325, 1.4503], [-2.2324, -6.3879, 1.7589], [-1.6358, -4.5940, 0.5786], [-3.0897, -4.4211, 2.0893], [-1.7809, -3.6394, 0.2821], [-0.8244, -5.0419, 0.1773], [-3.6501, -4.9439, 2.7470], [-3.3113, -3.4619, 1.8637], [-3.2170, 1.5935, 2.8514], [-3.5123, 2.0344, 3.8756], [-2.0494, 1.1113, 2.5470], [-3.9149, 1.5999, 1.7980], [-1.8471, 0.8060, 1.6057], [-1.3883, 1.0355, 3.3068], [-4.7966, 2.0884, 1.7335], [-3.5575, 0.9800, 1.0852], [2.7684, 4.4191, -0.0479], [3.5801, 3.5430, -0.1787], [2.7643, 5.4706, 0.7465], [1.5372, 4.3549, -0.4658], [1.8156, 5.7268, 0.9799], [3.5620, 5.6809, 1.3292], [1.3143, 3.4591, -0.8756], [0.8473, 5.0896, -0.3992]]
}

Most stable: x (next structure +5.909 eV)

w.
{
  "formula": "C2H3NO2",
  "method": "ωB97M-V/def2-TZVPD",
  "e_lumo_ev": -0.010,
  "total_charge": 0,
  "species": ["N", "C", "O", "C", "O", "H", "H", "H"],
  "coordinates": [[-1.0991, -0.3120, 0.5056], [-0.1863, 0.5977, -0.0039], [-0.4034, 1.7346, -0.3165], [1.2322, -0.2165, -0.6397], [1.2255, 0.2255, 0.5575], [-2.0296, -0.1091, 0.1633], [-0.8497, -1.2854, 0.4149], [2.2295, -0.5755, -0.9719]]
}

x.
{
  "formula": "C2H3NO2",
  "method": "ωB97M-V/def2-TZVPD",
  "e_lumo_ev": [-3.032, -3.059],
  "total_charge": 0,
  "species": ["C", "C", "N", "O", "O", "H", "H", "H"],
  "coordinates": [[0.0112, -0.4931, -0.4606], [0.0360, 0.1170, 0.9297], [-0.6989, -1.4782, -0.5916], [0.5688, 0.3501, -1.3285], [-0.0099, 0.5660, -2.4246], [0.9774, 0.6030, 1.0060], [-0.7669, 1.0244, 1.0997], [-0.1176, -0.6890, 1.7699]]
}

y.
{
  "formula": "C2H3NO2",
  "method": "ωB97M-V/def2-TZVPD",
  "e_lumo_ev": 1.015,
  "total_charge": 0,
  "species": ["O", "C", "N", "C", "O", "H", "H", "H"],
  "coordinates": [[-2.6688, 0.8487, -0.3871], [-1.6991, 0.6712, -0.9485], [-0.0022, -0.0335, 0.9254], [1.0232, -0.3634, 0.2567], [1.0670, -0.2646, -1.0734], [0.1969, 0.0923, -1.3470], [0.1196, -0.1956, 1.9189], [1.9633, -0.7550, 0.6550]]
}

Most stable: y (next structure +2.886 eV)